This record from the Open Molecules 2025 dataset describes C44H71Br2F3N2O19S2 as an isolated structure. The level of theory is the ωB97M-V functional and the def2-TZVPD basis.

XYZ file:
```
143
Properties=species:S:1:pos:R:3:forces:R:3
C -5.333007 9.333751 -2.207752 0.06 0.15 -0.54
O -4.168017 9.735834 -2.907150 -0.14 -0.01 0.24
C -2.999769 9.500081 -2.149408 0.18 -0.31 -0.39
C -2.608425 8.016782 -2.080887 0.85 0.30 0.79
C -1.069945 7.886414 -1.917031 0.28 -0.40 -0.33
C -0.476007 6.848686 -2.891566 -0.80 0.31 0.76
C -1.011036 5.436954 -2.571352 0.88 -0.31 -0.65
C 0.058749 4.509559 -1.953317 -0.62 0.23 -0.09
C -0.316484 3.028636 -2.152594 1.13 0.68 0.36
C 0.902140 2.103443 -1.852902 -1.23 0.48 -0.13
C 0.458575 0.886075 -1.028424 1.45 0.21 -0.20
C 1.580732 0.331355 -0.114025 -1.94 -0.89 -0.33
N 2.613757 -0.185022 -0.987034 0.53 -0.04 0.68
C 0.927188 -0.702778 0.854399 -0.09 0.36 -0.18
C 0.819251 -2.141944 0.338201 0.12 -0.32 0.90
C 1.139300 -3.218695 1.415527 -0.32 0.28 -0.18
S 2.720961 -2.918611 2.281237 0.58 0.19 -0.03
C 2.398385 -3.251668 4.029995 -0.25 -0.56 -0.69
S 2.768696 -4.730140 4.585358 -0.05 0.08 0.18
N 1.883224 -2.190240 4.806651 0.13 -0.32 -0.05
C 2.944855 -1.626358 5.677045 -0.32 -0.02 0.31
C 2.752631 -2.084086 7.121029 0.70 0.51 -0.50
O 1.599483 -1.443615 7.613268 -0.20 -0.09 0.07
C 0.436789 -1.743327 6.844498 -0.16 -0.58 0.35
C 0.673586 -2.556088 5.553672 -0.72 0.45 0.16
O 2.020102 1.452920 0.684540 0.44 0.00 -0.76
C 3.341978 1.464796 0.948507 -0.08 1.79 -0.68
O 3.950607 0.575345 1.425450 0.75 -1.87 0.59
C 4.042084 2.784492 0.632659 -0.95 0.40 0.96
C 4.660502 3.329130 1.934560 0.42 0.24 -1.29
C 3.655729 3.985702 2.857618 1.16 -0.53 1.48
F 2.782876 4.758215 2.221375 -0.62 0.56 -0.51
Br 2.682760 2.646024 3.914022 0.24 -0.25 -0.47
C 4.467600 4.887315 3.870698 -2.31 -1.36 0.94
F 4.878147 5.977697 3.296939 0.69 1.00 -0.74
F 5.475810 4.169859 4.325607 1.09 -0.19 0.13
Br 3.394904 5.366692 5.453700 0.18 0.55 -0.15
H -5.439813 9.940272 -1.301798 -0.12 -0.25 0.11
H -5.325233 8.259967 -1.996395 0.07 0.07 0.27
H -6.175826 9.517157 -2.873683 -0.02 0.12 0.08
H -3.081660 9.954222 -1.151635 -0.08 -0.13 0.02
H -2.186621 10.021484 -2.656627 -0.17 0.13 -0.16
H -2.939272 7.478625 -2.968840 -0.08 0.18 -0.13
H -3.033216 7.517845 -1.208778 -0.42 0.04 -0.17
H -0.554410 8.837070 -2.083540 -0.19 0.10 0.06
H -0.832225 7.574255 -0.896904 0.05 0.08 0.03
H -0.775481 7.169362 -3.893364 0.13 -0.16 -0.08
H 0.613502 6.870401 -2.837824 0.03 -0.03 -0.06
H -1.853659 5.450702 -1.878875 -0.17 0.16 -0.21
H -1.353131 4.979437 -3.508997 -0.04 0.05 0.34
H 1.053453 4.733038 -2.352571 -0.08 -0.11 -0.21
H 0.101259 4.746639 -0.884165 0.24 -0.19 0.04
H -0.640591 2.925544 -3.186583 -0.30 -0.26 0.08
H -1.128839 2.837823 -1.452245 -0.25 -0.29 -0.30
H 1.628856 2.721854 -1.328143 0.12 -0.30 0.20
H 1.338418 1.823456 -2.811069 0.21 -0.18 0.12
H 0.220997 0.074217 -1.722058 -0.45 -0.05 0.22
H -0.400321 1.138845 -0.414721 -0.10 -0.02 0.00
H 2.184265 -0.722435 -1.730195 -0.03 0.22 -0.07
H 3.188085 -0.853989 -0.476841 0.14 0.21 -0.04
H -0.094297 -0.354872 1.024205 0.06 0.13 0.16
H 1.423098 -0.622342 1.822598 0.24 -0.32 -0.12
H 1.435784 -2.378432 -0.527128 0.12 0.25 0.02
H -0.214485 -2.318583 0.032545 0.04 -0.15 -0.12
H 1.244404 -4.171410 0.904398 -0.06 -0.13 0.14
H 0.335939 -3.309578 2.147556 0.05 0.12 0.05
H 3.937947 -1.879717 5.313692 -0.04 -0.06 -0.21
H 2.821807 -0.541845 5.659216 0.25 0.04 0.06
H 2.739805 -3.174043 7.229996 -0.23 0.01 -0.13
H 3.614795 -1.721968 7.683265 -0.19 0.09 0.26
H -0.131878 -0.826764 6.683871 0.33 0.19 -0.23
H -0.205414 -2.371915 7.473997 -0.08 0.05 -0.10
H -0.179475 -2.340751 4.901945 -0.04 -0.11 0.05
H 0.601213 -3.618367 5.801083 0.47 0.00 -0.04
H 4.808611 2.640628 -0.121768 0.07 -0.27 0.02
H 3.325401 3.515211 0.259611 0.02 -0.08 -0.17
H 5.241859 2.549894 2.417846 -0.22 -0.03 0.28
H 5.380238 4.103365 1.645056 -0.07 0.08 0.08
C -5.090082 1.937133 -7.008229 -0.25 -0.19 0.21
C -4.540811 3.002207 -6.091682 -0.17 -0.40 -0.43
C -3.053700 2.920723 -5.854304 0.26 0.22 -0.11
O -2.921333 3.522268 -4.561984 -0.33 -0.18 -0.08
C -4.099103 3.324376 -3.905265 -0.06 0.01 0.20
O -4.268442 3.532581 -2.749692 0.04 0.00 -0.11
O -5.049587 2.852848 -4.758107 0.31 0.21 0.14
H -6.179139 1.978605 -7.029896 0.02 0.09 -0.08
H -4.713711 2.067412 -8.023126 0.01 0.06 0.02
H -4.816869 0.941295 -6.655219 0.09 0.04 0.01
H -4.831402 3.994000 -6.450756 0.09 0.03 0.05
H -2.476329 3.470325 -6.595212 0.06 0.11 0.16
H -2.681035 1.894564 -5.798705 -0.14 -0.05 -0.05
C -2.105077 -6.554330 -0.636612 0.22 -0.06 0.31
C -1.502335 -5.483385 -1.509901 -0.37 -0.51 0.42
C -1.276327 -5.899436 -2.935871 -0.23 0.12 -0.28
O -0.181242 -5.056582 -3.322627 0.15 0.01 0.22
C 0.518166 -4.767981 -2.200284 0.11 -0.05 0.08
O 1.588640 -4.245955 -2.187461 -0.06 0.04 0.03
O -0.161496 -5.158738 -1.087795 0.11 0.23 -0.50
H -2.121984 -6.232323 0.405209 -0.09 0.05 -0.04
H -3.123662 -6.778882 -0.952697 0.01 0.07 -0.06
H -1.511394 -7.469359 -0.676711 0.00 0.02 -0.10
H -2.101280 -4.570034 -1.450760 0.06 0.03 -0.10
H -2.141565 -5.726649 -3.565068 0.20 0.14 -0.03
H -0.962198 -6.941903 -3.036186 -0.01 -0.01 0.15
C -0.428822 4.230656 4.172167 -0.22 -0.06 -0.39
C -1.720566 3.963026 4.902884 0.58 0.19 -0.23
C -1.621788 2.914285 5.981456 -0.03 0.04 0.32
O -2.958349 2.403288 6.027857 -0.01 0.03 -0.23
C -3.502693 2.586600 4.792844 -0.08 -0.02 -0.12
O -4.530528 2.114107 4.432711 0.09 0.02 0.05
O -2.703589 3.381679 4.031028 -0.22 -0.16 0.34
H -0.600211 4.897987 3.326358 0.00 0.09 0.09
H 0.307572 4.686841 4.834303 -0.03 -0.01 0.02
H -0.011708 3.309319 3.766129 -0.09 0.01 0.10
H -2.133857 4.897601 5.294633 -0.06 -0.07 0.07
H -1.332058 3.323496 6.947148 -0.18 -0.07 0.05
H -0.946004 2.095191 5.720982 0.05 0.08 -0.12
C -5.382680 -8.146917 -7.736913 -0.23 -0.21 0.24
C -4.882782 -7.014405 -6.875116 -0.14 -0.43 -0.46
C -3.387234 -6.982005 -6.686057 0.25 0.22 -0.18
O -3.259876 -6.326915 -5.416138 -0.34 -0.17 -0.05
C -4.399902 -6.587499 -4.718877 -0.16 -0.04 0.10
O -4.544411 -6.350729 -3.561615 0.10 -0.01 -0.08
O -5.336625 -7.152478 -5.517702 0.31 0.27 0.17
H -6.471855 -8.183581 -7.722416 0.02 0.09 -0.08
H -5.049408 -8.025446 -8.767587 0.01 0.06 0.02
H -5.027364 -9.108010 -7.361920 0.09 0.05 0.00
H -5.255721 -6.059126 -7.255545 0.07 0.04 0.07
H -2.873932 -6.419112 -7.462475 0.06 0.13 0.16
H -2.939987 -7.975725 -6.609203 -0.14 -0.05 -0.03
C 7.472040 -6.195268 2.998815 0.30 -0.18 -0.15
C 6.432566 -7.263462 3.229964 0.35 0.51 -0.08
C 6.042398 -7.457783 4.672521 -0.30 0.10 0.17
O 5.629140 -8.828431 4.690820 0.18 -0.04 -0.17
C 6.305986 -9.465464 3.696666 0.04 -0.11 -0.06
O 6.338926 -10.643401 3.550289 -0.01 0.10 0.03
O 6.940532 -8.566109 2.896431 -0.28 -0.18 0.23
H 7.797365 -6.199670 1.958447 -0.11 0.07 -0.01
H 7.072677 -5.209239 3.237297 -0.06 -0.03 -0.01
H 8.358343 -6.375407 3.609914 -0.07 -0.01 0.07
H 5.555844 -7.075187 2.603600 -0.06 -0.05 0.08
H 5.229804 -6.802937 4.980260 -0.12 -0.18 0.02
H 6.879452 -7.340040 5.365740 0.09 0.05 -0.12
```
Positions in Å, forces in eV/Å.


This record from the Open Molecules 2025 dataset describes C28H24BrNO20S as an isolated structure. The level of theory is the ωB97M-V functional and the def2-TZVPD basis.

XYZ file:
```
75
Properties=species:S:1:pos:R:3:forces:R:3
N 1.263278 1.021562 -1.303538 0.39 0.23 0.15
C 1.921041 1.374090 -2.565082 -0.13 -0.52 -0.32
C 0.928051 1.829693 -3.646705 0.02 -0.98 0.91
C -0.495073 2.014489 -3.194525 -0.17 1.04 -2.22
O -1.287574 0.806515 -3.078213 0.00 0.49 0.77
S -2.494240 1.142768 -2.065090 0.96 -0.07 -1.21
O -2.172714 0.493453 -0.874325 0.38 -0.59 2.05
O -3.725169 0.931875 -2.681133 -1.75 -0.19 -0.86
O -2.288808 2.716001 -1.978019 0.46 0.02 0.02
C -0.841998 2.880349 -2.032649 -0.36 -0.02 1.10
Br -0.326738 4.701103 -2.205506 -0.17 0.04 -0.22
H 0.749864 0.152338 -1.406517 -0.07 0.03 -0.01
H 1.985884 0.817152 -0.623287 -0.16 -0.01 0.17
H 2.444570 0.511642 -2.955611 0.26 -0.13 -0.23
H 2.683692 2.125405 -2.419822 0.03 0.40 0.40
H 1.224411 2.741183 -4.139354 0.17 0.37 -0.04
H 0.895869 1.061857 -4.408228 -0.07 -0.12 -0.38
H -0.969002 2.533003 -4.030800 -0.09 0.13 -0.20
H -0.457617 2.535310 -1.092066 0.38 -0.10 0.27
C -6.517286 5.026871 -0.272122 -0.16 0.18 0.07
C -5.764047 4.375417 -1.170420 -0.08 -0.01 0.32
C -5.762632 4.751835 -2.628249 -0.25 0.36 -0.29
O -5.037213 4.130517 -3.377935 0.13 -0.16 0.10
C -6.629398 5.839450 -3.059533 0.15 -0.15 -0.07
C -7.382542 6.483737 -2.160375 0.04 0.02 -0.30
C -7.364696 6.124425 -0.701521 0.26 -0.39 0.31
O -8.068370 6.774928 0.049184 -0.14 0.17 -0.10
O -8.195904 7.482373 -2.476411 -0.11 0.09 0.18
O -4.972021 3.368569 -0.847696 0.06 -0.04 -0.24
H -6.523734 4.767035 0.776614 0.03 -0.02 0.00
H -6.633443 6.093226 -4.109857 -0.01 0.02 0.00
H -8.613430 7.764766 -1.637636 0.03 -0.02 -0.03
H -4.545925 3.075603 -1.679198 -0.03 -0.01 0.01
C 1.157781 1.138978 2.922664 0.04 -0.15 -0.22
C 0.689462 1.524874 4.116488 0.19 0.11 -0.19
C -0.261248 0.673822 4.911759 -0.21 -0.51 -0.08
O -0.622389 1.089389 5.995434 0.08 0.22 0.06
C -0.694910 -0.590011 4.340907 -0.10 0.13 0.20
C -0.229578 -0.972701 3.147840 -0.23 -0.10 0.14
C 0.741063 -0.135923 2.367542 0.20 0.49 0.09
O 1.133489 -0.570542 1.299054 -0.01 -0.25 -0.08
O -0.578979 -2.113547 2.565335 0.15 -0.05 -0.17
O 1.022591 2.670644 4.689010 -0.10 0.03 0.21
H 1.843509 1.741998 2.344832 0.00 0.03 0.02
H -1.388434 -1.189213 4.913153 0.00 -0.02 -0.01
H -0.110210 -2.136614 1.707501 -0.06 0.03 0.02
H 0.546186 2.695012 5.543681 0.02 -0.01 -0.04
C 2.784283 -3.105096 -4.280374 -0.01 0.26 -0.03
C 3.263636 -4.328739 -4.018170 -0.26 0.12 -0.05
C 4.725493 -4.573519 -3.762018 0.45 0.32 0.00
O 5.074469 -5.710711 -3.514479 -0.17 -0.17 -0.01
C 5.636327 -3.441294 -3.827522 0.00 -0.24 0.04
C 5.156232 -2.220175 -4.092616 0.27 -0.10 0.04
C 3.692428 -1.973886 -4.324573 -0.45 -0.34 -0.03
O 3.337429 -0.828249 -4.540563 0.20 0.10 -0.08
O 5.922987 -1.141759 -4.169237 -0.13 0.19 -0.04
O 2.500459 -5.406784 -3.961974 0.12 -0.20 0.05
H 1.735561 -2.918495 -4.463369 -0.01 -0.03 0.01
H 6.686654 -3.628834 -3.656963 0.01 0.03 0.00
H 5.324473 -0.394903 -4.370265 0.03 -0.04 0.01
H 3.097309 -6.153993 -3.753280 -0.03 0.04 0.00
C 2.430700 -5.516564 6.629604 0.01 -0.22 -0.11
C 2.295921 -4.187229 6.717479 0.03 -0.21 0.20
C 2.044107 -3.330906 5.508167 -0.04 -0.11 -0.52
O 1.916988 -2.132625 5.678956 0.05 0.11 0.19
C 1.970939 -3.975944 4.208638 0.01 0.24 0.11
C 2.108215 -5.304792 4.119626 -0.05 0.21 -0.20
C 2.335966 -6.164930 5.331368 0.06 0.10 0.54
O 2.433468 -7.364909 5.163634 -0.01 -0.08 -0.23
O 2.054240 -5.962307 2.971621 0.03 -0.23 0.03
O 2.370038 -3.526200 7.862947 -0.03 0.23 -0.03
H 2.609565 -6.141128 7.492916 -0.01 0.02 0.02
H 1.804522 -3.350750 3.343795 -0.01 -0.02 -0.03
H 2.179124 -6.907320 3.193521 -0.01 0.05 -0.01
H 2.233048 -2.582666 7.643561 0.00 -0.05 0.01
```
Positions in Å, forces in eV/Å.


This record from the Open Molecules 2025 dataset describes one molecule with the formula C5H4O3. The level of theory is the ωB97M-V functional and the def2-TZVPD basis.

XYZ file:
```
12
Properties=species:S:1:pos:R:3:forces:R:3
C 2.030822 0.554102 -0.000616 0.20 0.08 0.00
C -0.514270 0.324175 0.001487 -0.59 -0.07 0.00
C 0.864202 -0.377623 0.001164 0.27 0.22 0.00
C -1.590834 -0.648816 0.000095 1.05 -0.51 0.00
C -2.861979 -0.353311 0.000511 -1.24 0.57 0.00
O -0.612034 1.530233 0.002244 0.05 -0.04 0.00
O 0.936790 -1.580557 0.002240 -0.01 0.13 0.00
O -3.979188 -0.074401 0.000537 0.47 -0.17 0.00
H -1.258105 -1.678479 -0.001390 -0.32 -0.12 0.00
H 1.693165 1.586321 0.011814 0.08 -0.01 0.00
H 2.654871 0.350619 0.867907 0.02 -0.03 0.05
H 2.636562 0.367738 -0.885996 0.02 -0.03 -0.05
```
Positions in Å, forces in eV/Å.

The calculation puts the energy above the lowest of the compared OMol25 structures with the same formula, charge and spin at 119.5 kJ/mol.


This record from the Open Molecules 2025 dataset describes a 2-piece molecular cluster, C5H11O2 overall. The level of theory is the ωB97M-V functional and the def2-TZVPD basis.

XYZ file:
```
18
Properties=species:S:1:pos:R:3:forces:R:3
C -0.034899 -1.485671 1.285367 1.07 -0.53 0.30
C 0.770153 -2.514111 1.503558 0.01 0.29 -0.14
O 1.326303 -2.774440 2.756953 -0.03 -0.23 -0.04
H -0.363458 -1.249413 0.288335 -0.27 0.25 0.12
H -0.199033 -0.783065 2.091210 -0.55 0.04 -0.19
H 1.162205 -3.143951 0.708099 -0.22 -0.17 0.02
H 1.388547 -3.731419 2.839832 0.08 0.13 0.08
C -1.528827 1.612578 -0.532404 -0.02 -0.40 0.35
O -1.446485 0.771471 0.522010 0.02 0.24 -0.21
C -0.519891 1.246073 -1.654656 -0.05 0.04 0.28
C 0.904124 1.398207 -1.130200 0.15 -0.15 -0.25
H -1.301296 2.679423 -0.255022 -0.19 0.11 -0.18
H -2.548309 1.596532 -1.000859 0.05 0.30 -0.12
H -0.666624 1.857700 -2.557488 -0.05 -0.03 0.01
H -0.734261 0.198037 -1.896546 0.12 0.03 -0.13
H 1.659478 0.948094 -1.787673 -0.06 0.03 -0.01
H 0.974330 0.914937 -0.154112 -0.05 0.09 0.01
H 1.157938 2.459020 -1.026411 -0.02 -0.04 0.10
```
Positions in Å, forces in eV/Å.

As for the charge: -1. The calculation puts the energy above the lowest of the compared OMol25 structures with the same formula, charge and spin at 310.4 kJ/mol.


no.,orbital gap (eV)
1,7.5
2,7.7
3,9.3
4,5.7